Entry from the Open Molecules 2025 dataset: 10 unconnected molecules or ions with the total composition C16H42F6N16O12 in a non-equilibrium geometry (ωB97M-V/def2-TZVPD).

Each line ends with the Mulliken charge.
Atoms and positions in Å:
H: -3.57 0.79 1.50  0.171
F: 2.28 -2.03 6.11  -0.265
N: 1.34 2.47 -2.11  0.566
C: 2.65 1.46 1.13  0.037
H: 2.35 -1.43 -1.20  -0.149
O: -2.80 -0.85 3.31  -0.630
C: -4.14 2.55 -1.68  0.260
N: -0.64 0.05 -1.07  0.130
H: -4.46 0.97 -2.86  0.243
C: 1.74 -2.31 3.87  0.365
O: 1.29 -1.38 3.31  -0.655
H: -5.77 -1.60 2.52  0.221
O: 1.37 -3.60 3.90  -0.351
H: 3.40 1.31 3.01  0.221
C: -1.25 3.59 -4.25  0.537
H: -3.03 -2.31 0.21  0.152
N: 2.74 3.35 -3.71  -0.363
H: -0.29 3.48 -0.42  -0.050
C: 4.59 -4.90 -0.95  0.819
H: -0.18 5.94 2.07  0.170
C: 3.35 -1.45 -1.59  0.500
H: 0.78 -4.36 2.19  0.241
H: -0.57 4.50 -2.68  0.168
C: 3.73 -3.60 -0.69  0.348
C: 3.49 -0.92 -2.95  -1.163
H: 2.95 3.26 0.20  0.273
F: 4.07 -5.44 -2.04  -0.252
H: 2.71 -0.06 2.48  0.137
N: -5.01 -1.50 3.14  -0.543
H: -1.04 -0.20 -1.99  0.286
N: -4.27 0.39 2.14  -0.325
H: 2.76 -1.16 -3.77  0.315
H: -2.36 4.37 -2.71  0.177
F: 5.88 -4.67 -1.20  -0.250
H: 3.71 3.01 1.82  0.175
C: 0.28 -3.95 3.06  0.555
H: -0.91 -4.55 4.79  0.369
H: -2.87 2.26 -0.13  0.011
N: -0.66 6.17 1.20  -0.444
N: 3.08 2.72 1.06  -0.248
O: -0.13 3.37 -4.69  -0.749
C: -0.56 -5.01 3.86  -1.328
C: -0.87 5.32 0.20  0.629
N: -2.73 -3.26 0.09  -0.422
H: -2.38 -3.70 0.92  0.210
H: -0.96 7.09 0.91  0.265
H: -1.03 -5.13 -1.85  0.274
C: -3.93 -0.71 2.84  0.668
H: -5.26 0.50 1.93  0.197
C: 2.82 -2.08 4.89  0.946
H: 0.89 2.12 -2.98  0.224
N: -0.62 4.00 0.38  -0.114
N: -3.65 2.81 -0.42  -0.111
O: 3.14 3.69 -1.47  -0.830
H: -1.06 -0.98 1.97  -0.090
H: -0.40 -3.03 2.93  -0.211
H: -3.81 3.77 -0.12  0.228
H: -1.51 -5.35 3.34  0.303
H: -3.80 0.44 -1.43  0.123
H: -0.14 3.72 1.26  0.201
H: -3.23 2.92 -4.36  0.121
O: 1.95 0.90 0.28  -0.171
O: -1.91 -2.73 -1.94  -0.677
H: 0.32 -1.15 0.91  -0.137
H: -2.44 2.99 -5.81  0.205
N: -3.95 1.23 -2.07  -0.120
H: 3.94 -0.94 -0.85  0.316
F: 4.52 -5.68 0.11  -0.222
O: -4.69 3.32 -2.43  -0.673
F: 3.36 -0.92 4.61  -0.221
C: -1.35 -0.42 0.02  0.044
H: 1.34 1.83 -1.28  -0.526
N: -2.36 3.07 -4.82  -0.284
N: 3.20 0.77 2.18  -0.477
H: 3.42 4.04 -3.95  0.266
C: 2.46 3.21 -2.38  0.681
F: 3.73 -3.03 4.87  -0.256
H: 4.51 -0.97 -3.40  0.346
O: -2.59 -0.42 0.04  -0.393
N: -1.44 4.17 -3.06  -0.173
O: -1.23 5.70 -0.88  -0.629
H: -4.75 -2.43 3.50  0.243
H: 3.39 0.17 -2.83  0.216
O: 3.34 -3.24 0.34  -0.488
N: -0.62 -0.81 1.06  0.504
H: 0.36 -0.09 -0.96  -0.223
C: -2.04 -3.54 -1.00  0.564
H: 2.04 3.03 -4.31  0.178
H: -2.21 -5.45 -0.63  0.237
N: -1.51 -4.82 -0.98  -0.503
O: 3.68 -2.83 -1.75  -0.304
H: 0.03 -5.84 4.21  0.379

Output
F_max   4.2 eV/Å
ΔE to the lowest compared entry with this formula, charge and spin   0.0 kcal/mol
Spin multiplicity   1
SMILES   CCOC(=O)C(F)(F)F.CCOC(=O)C(F)(F)F.NC(N)=O.NC(N)=O.NC(N)=O.NC(N)=O.NC(N)=O.NC(N)=O.NC(N)=O.NC(N)=O
LUMO   0.28 eV
E   -3013.41127 Ha
HOMO   -0.34472 Eh



Entry from the Open Molecules 2025 dataset: a molecular structure, C16H42O6Zn in a non-equilibrium geometry (ωB97M-V/def2-TZVPD).

Each line ends with the Mulliken charge.
Atoms and positions in Å:
C: 0.37 15.81 -18.11  -1.319
H: 5.43 14.29 -13.50  0.264
H: 2.23 15.23 -23.29  0.260
H: 4.02 13.54 -23.96  0.342
O: 0.70 16.51 -15.82  -0.558
H: 3.23 14.88 -21.89  0.222
H: 8.72 13.58 -14.96  0.343
H: 11.95 14.38 -20.22  0.350
H: 4.67 16.14 -16.46  0.305
H: 1.16 15.14 -17.76  0.277
H: 12.34 16.11 -20.53  0.330
H: 7.01 14.07 -15.25  0.193
H: 5.20 14.61 -23.53  0.234
H: 6.97 22.00 -17.49  0.017
C: -1.48 15.76 -16.40  -1.255
H: 8.36 23.74 -16.19  0.393
C: -0.25 16.48 -16.86  0.727
H: -1.22 15.08 -15.58  0.306
H: 6.07 14.72 -11.79  0.348
H: 6.95 16.84 -17.17  0.207
H: 9.34 17.46 -19.53  0.312
H: 0.82 16.65 -18.64  0.350
H: 8.35 23.87 -18.55  0.355
O: 8.23 13.19 -12.43  -0.552
H: -2.22 16.41 -15.94  0.321
C: 7.70 13.55 -14.57  -1.261
H: 8.17 13.51 -11.53  0.303
O: 5.31 23.15 -17.33  -0.579
Zn: 5.19 18.88 -21.15  0.743
H: -0.34 15.33 -18.77  0.376
C: 7.52 14.08 -13.17  0.601
H: -0.54 17.52 -17.05  0.193
C: 4.15 14.61 -23.81  -0.912
H: 4.02 15.06 -24.80  0.248
H: 7.45 12.52 -14.80  0.342
C: 7.28 23.57 -16.15  -1.558
H: 7.21 22.82 -15.36  0.398
C: 6.06 14.04 -12.64  -1.130
H: 8.48 15.68 -21.08  0.277
H: 9.82 15.47 -19.01  0.187
H: 1.50 16.79 -16.27  0.263
C: 6.67 23.04 -17.43  0.950
C: 3.22 15.37 -22.86  -0.207
H: 7.00 23.27 -19.50  0.310
C: 6.06 17.43 -17.39  -0.336
H: 4.01 17.31 -17.62  0.230
H: 4.93 23.10 -16.45  0.330
H: 6.98 24.54 -15.77  0.384
C: 11.73 15.41 -19.95  -1.396
H: 9.58 14.27 -21.34  0.352
H: 5.81 13.05 -12.26  0.306
O: 10.11 17.16 -20.02  -0.587
H: 7.97 15.06 -13.01  0.246
C: 10.28 15.78 -19.95  0.733
H: 9.91 15.87 -22.03  0.312
H: -1.94 15.27 -17.26  0.314
C: 9.52 15.35 -21.16  -1.208
H: 12.15 15.39 -18.95  0.329
H: 6.80 24.77 -18.71  0.331
O: 6.31 18.04 -18.61  -0.565
O: 3.54 16.73 -22.66  -0.532
H: 4.86 15.77 -18.18  0.292
H: 6.07 18.19 -16.61  0.265
C: 7.26 23.79 -18.58  -1.329
C: 4.80 16.58 -17.45  -0.787

Output
F_max   3.1 eV/Å
Spin multiplicity   1
LUMO   -4.36 eV
E   -2865.19269 Ha
HOMO   -0.29677 Eh



Entry from the Open Molecules 2025 dataset: 5 unconnected molecules or ions with the total composition C16H43BO12PS4 in a non-equilibrium geometry (ωB97M-V/def2-TZVPD).

Each line ends with the Mulliken charge.
Atoms and positions in Å:
C: 7.17 -1.41 -1.34  -0.637
S: -3.12 -1.91 8.52  1.186
O: -2.61 2.83 -5.67  -0.563
H: -5.20 -1.67 7.46  0.319
H: -0.55 -0.66 7.62  0.294
H: 1.36 0.02 -0.72  0.322
H: 1.93 0.82 -2.22  0.177
C: -4.50 2.14 -8.14  -0.379
H: -4.81 4.23 -7.69  0.257
O: -2.46 -2.34 7.32  -0.529
H: 5.93 -2.73 -0.24  0.272
C: -0.46 5.05 -4.07  -0.191
O: -2.67 -2.38 9.79  -0.658
H: 2.87 -3.40 -1.31  0.397
H: -4.98 -3.26 8.23  0.367
H: -2.16 6.16 -3.38  0.381
H: -0.18 1.49 -6.20  0.383
B: 4.89 -0.62 -0.35  0.190
H: -2.29 1.41 9.07  0.262
O: 0.99 5.05 -4.03  -0.307
H: 2.73 1.13 -0.65  0.256
O: 1.61 5.57 -1.69  -0.641
H: 7.79 -0.58 -1.01  0.214
H: -0.87 6.03 -2.18  0.310
H: -6.27 3.22 -7.60  0.377
H: 3.61 5.46 -3.69  0.341
H: 5.28 0.50 -0.68  -0.236
C: -0.76 1.70 -7.10  -0.957
O: 1.24 3.22 -2.40  -0.543
H: -0.63 0.90 -7.82  0.339
H: -1.33 0.72 6.86  0.271
O: -2.91 0.45 -6.27  -0.665
C: 6.04 -1.70 -0.63  -0.323
S: -2.44 1.76 -6.61  1.225
H: -0.84 4.07 -3.77  0.322
O: -3.06 2.18 -8.01  -0.277
H: -5.06 3.16 -6.32  0.289
H: 1.46 -2.34 -1.34  0.382
H: 2.39 -2.44 0.14  0.150
C: -4.85 -2.19 8.35  -0.967
S: 1.43 -5.09 2.80  1.247
H: 3.97 4.21 -2.46  0.394
C: 2.13 -6.35 1.80  -0.955
H: -1.57 -0.01 9.83  0.330
H: 1.37 -6.72 1.11  0.306
H: 2.94 -5.88 1.25  0.383
C: -0.53 -5.34 4.49  -0.405
H: -5.36 -1.84 9.24  0.331
H: -4.68 2.23 -9.21  0.264
H: 4.47 -0.54 0.81  -0.222
C: -1.42 -4.20 4.03  -0.835
C: 3.33 4.48 -3.31  -0.979
C: 2.48 -2.45 -0.95  -1.049
C: -5.20 3.26 -7.39  -0.950
H: 2.51 -7.14 2.44  0.332
P: 3.43 -1.00 -1.61  -0.227
O: -3.18 -0.33 8.55  -0.283
H: -1.12 -6.15 4.89  0.258
H: -2.08 -4.53 3.23  0.270
H: -0.70 5.19 -5.12  0.203
S: 1.69 4.55 -2.69  1.188
H: -0.07 0.97 8.08  0.380
C: -1.96 0.39 8.89  -0.338
C: -0.92 0.35 7.80  -0.974
C: 2.23 0.39 -1.27  -0.850
H: -0.67 7.13 -3.53  0.277
H: -4.86 1.16 -7.83  0.339
H: 3.39 3.71 -4.08  0.318
O: 0.90 -4.07 1.95  -0.568
H: -2.02 -3.84 4.87  0.261
O: 2.33 -4.76 3.86  -0.664
H: -0.48 2.66 -7.51  0.314
O: 0.23 -5.94 3.41  -0.290
H: -0.84 -3.37 3.65  0.314
C: -1.08 6.16 -3.24  -1.091
H: 0.16 -5.01 5.27  0.340
H: 7.45 -1.89 -2.28  0.219

Output
F_max   1.8 eV/Å
Spin multiplicity   1
Charge   -1
LUMO   1.77 eV
E   -3497.14048 Ha
HOMO   -0.10057 Eh



Entry from the Open Molecules 2025 dataset: 3 unconnected molecules or ions with the total composition C16H44BN3O7P (ωB97M-V/def2-TZVPD).

Each line ends with the Mulliken charge.
Atoms and positions in Å:
H: 4.40 -0.20 -3.42  0.243
O: 1.36 -4.02 -0.24  -0.398
H: 1.47 -1.48 0.31  -0.060
H: 0.00 0.56 -3.01  0.319
C: 4.00 0.13 -6.52  -0.534
C: 2.73 -3.68 -0.14  -0.172
O: 4.55 -1.16 -6.74  -0.424
H: 4.05 0.66 -7.47  0.280
H: 3.68 -3.30 -5.38  0.420
H: -5.85 1.49 5.22  0.006
H: -5.13 3.39 5.59  0.004
H: -2.28 3.92 2.91  0.302
C: 4.18 -2.56 -4.74  -0.799
H: 4.76 -3.12 -4.00  0.360
H: 3.28 -4.59 0.09  0.430
C: -0.37 -1.82 2.25  -0.690
C: -2.48 1.03 3.77  -1.210
C: 3.63 -0.88 -3.03  -0.526
C: 1.61 -0.63 2.91  -0.564
N: -3.08 2.32 4.12  -0.028
C: 2.46 -0.37 1.68  -0.860
H: 0.60 -0.34 -4.42  0.281
H: 3.50 -0.24 2.00  0.469
H: 0.13 -2.68 2.70  0.318
H: 1.80 0.17 3.62  0.396
O: -6.17 4.40 3.76  -0.527
H: 2.96 0.10 -6.20  0.195
H: 2.55 -3.09 1.89  0.290
H: 1.71 -0.69 -2.10  -0.019
H: -0.37 -1.94 1.16  0.247
H: 4.58 0.68 -5.77  0.271
H: 3.10 -3.29 -1.10  -0.126
C: -7.59 2.99 2.41  -0.266
C: -2.18 3.44 3.90  -0.990
H: -7.22 2.69 1.41  0.158
H: -6.67 4.88 1.83  0.209
H: 4.05 -2.57 1.11  0.360
O: -7.08 2.11 3.36  -0.497
H: -1.72 1.10 2.99  0.422
C: -7.11 4.43 2.74  -0.349
H: 5.89 -2.47 -6.00  0.375
H: 0.38 1.42 -4.52  0.254
H: 1.88 -1.57 3.41  0.346
O: -4.45 2.34 2.07  -0.470
H: 5.69 -1.02 -5.03  0.351
H: 2.88 0.53 -1.63  0.356
H: -8.69 2.95 2.40  0.263
N: 3.14 -1.82 -4.03  -0.119
H: 2.57 -1.33 -4.70  0.097
H: -2.03 0.57 4.66  0.307
H: 1.26 -3.88 -2.32  0.336
H: -3.25 0.35 3.41  0.365
C: 0.68 0.60 -3.86  -0.679
H: -1.14 3.11 3.98  0.345
C: 2.97 -2.67 0.96  -0.623
O: 2.01 0.86 -3.45  -0.412
H: 4.08 -1.45 -2.21  0.452
N: 2.43 -1.37 0.61  0.141
H: 2.14 0.58 1.25  0.321
C: 5.15 -1.77 -5.61  -0.507
H: -0.28 -4.02 -1.43  0.281
B: -4.42 2.46 3.47  0.531
H: 0.60 -2.48 -1.45  0.024
C: 0.71 -3.57 -1.42  -0.468
H: -3.88 3.00 1.64  0.227
H: -7.97 5.06 3.02  0.260
P: -6.00 2.80 4.58  -0.306
C: 2.51 -0.05 -2.47  -0.204
H: -2.34 4.22 4.64  0.245
H: -1.41 -1.79 2.58  0.291
O: 0.22 -0.60 2.65  -0.317
H: -7.17 3.13 5.37  -0.003

Output
F_max   0.7 eV/Å
Spin multiplicity   1
Charge   -1
LUMO   1.98 eV
E   -1693.06365 Ha
HOMO   -0.11348 Eh



Entry from the Open Molecules 2025 dataset: 5 unconnected molecules or ions with the total composition C16H44IN4O4 in a non-equilibrium geometry (ωB97M-V/def2-TZVPD).

Each line ends with the Mulliken charge.
Atoms and positions in Å:
H: -3.02 22.94 -12.56  0.303
C: -1.20 30.25 -16.14  0.628
O: -4.33 22.24 -22.18  -0.245
H: -5.39 25.59 -20.81  0.207
H: 1.04 30.23 -16.05  0.350
H: -10.03 28.78 -15.73  0.285
C: -3.34 25.37 -13.49  -1.070
H: -2.51 27.22 -14.21  0.222
H: -9.84 27.24 -16.27  0.318
H: -1.23 22.93 -13.02  0.254
H: -5.77 24.10 -21.62  0.367
H: -4.13 23.45 -20.09  0.125
H: -10.15 27.29 -19.82  0.250
O: -2.22 24.54 -13.71  -0.269
C: -3.20 23.03 -21.85  -0.858
C: -9.32 28.20 -16.31  -0.724
H: -5.41 26.72 -14.55  0.486
H: -6.32 27.52 -20.23  0.027
H: -2.29 30.22 -14.23  0.300
N: -7.26 27.47 -20.59  -0.475
H: -4.68 27.90 -13.44  0.404
I: -4.00 28.14 -18.57  -0.560
H: -3.37 21.34 -23.84  0.308
H: -2.23 25.25 -21.23  0.254
H: -2.73 23.50 -22.71  0.356
C: 1.59 32.30 -14.58  -0.742
N: -1.17 28.86 -16.42  -0.533
C: -4.58 27.41 -14.40  -1.490
H: -1.37 30.71 -17.12  0.421
C: -2.11 23.51 -12.75  -0.804
O: 0.41 32.00 -15.29  -0.328
H: -2.37 22.49 -21.40  0.428
C: -2.39 30.58 -15.26  -1.483
H: -3.33 26.94 -16.39  -0.067
H: -10.18 28.92 -20.45  0.294
H: -2.66 31.62 -15.12  0.396
H: -4.11 25.66 -16.12  0.309
H: -4.23 24.76 -13.61  0.389
H: -0.53 28.66 -17.17  0.239
C: 0.22 30.62 -15.45  -0.688
C: -8.22 28.27 -19.90  0.393
H: -8.28 26.78 -18.27  0.336
H: -8.40 28.25 -15.74  0.216
H: -3.31 30.06 -15.52  0.359
C: -4.97 24.83 -21.47  -1.039
H: -5.01 20.75 -23.33  0.227
H: -7.17 28.08 -18.02  0.213
C: -8.16 27.85 -18.41  -0.558
C: -3.31 26.55 -14.52  0.828
H: -7.22 27.79 -21.54  0.193
H: -1.93 23.95 -11.77  0.323
C: -3.82 24.07 -20.93  0.611
N: -2.79 24.96 -20.45  -0.630
H: -3.40 25.80 -12.49  0.380
H: -3.50 20.38 -22.40  0.285
H: 1.71 33.38 -14.47  0.256
N: -3.22 26.08 -15.87  -0.551
H: -4.65 25.31 -22.40  0.253
H: -9.67 27.60 -21.49  0.406
H: 2.46 31.99 -15.17  0.300
O: -9.19 28.60 -17.70  -0.344
C: -9.62 27.99 -20.47  -1.244
H: 1.58 31.92 -13.55  0.304
H: -8.01 29.33 -20.03  0.262
H: 0.15 30.21 -14.44  0.305
H: -4.67 28.19 -15.16  0.219
H: -3.24 25.80 -20.10  0.092
H: -2.10 28.80 -16.81  -0.213
C: -4.03 21.10 -23.01  -0.769

Output
F_max   2.8 eV/Å
ΔE to the lowest compared entry with this formula, charge and spin   40.5 kcal/mol
Spin multiplicity   1
Charge   -1
LUMO   2.81 eV
E   -1453.66059 Ha
HOMO   -0.16922 Eh



Entry from the Open Molecules 2025 dataset: 6 unconnected molecules or ions with the total composition C16H44N2O6 in a non-equilibrium geometry (ωB97M-V/def2-TZVPD).

Each line ends with the Mulliken charge.
Atoms and positions in Å:
N: -0.37 -0.28 0.03  1.790
H: -1.55 1.06 3.03  0.267
H: 3.81 1.16 0.86  0.115
H: 3.90 0.24 4.53  0.421
H: 0.62 -1.35 -1.28  0.034
H: 2.01 1.83 -3.71  0.437
H: 2.42 -3.87 -0.05  0.595
H: -3.32 -0.39 -3.27  0.499
C: 1.17 1.60 -1.79  1.464
H: -4.85 -0.74 -1.66  0.381
H: -3.90 2.52 0.56  0.419
H: 3.18 -0.42 1.36  -0.001
H: 3.46 2.14 3.16  0.521
C: -2.88 -1.00 -2.54  0.457
C: 1.62 2.43 -2.95  -1.785
C: -3.51 2.21 1.49  -1.467
C: 1.10 -3.03 -1.60  0.380
H: 0.34 3.04 -0.89  0.348
H: -3.69 -1.75 -0.68  0.315
H: 2.34 0.93 4.85  0.374
H: 1.08 -0.13 2.08  -0.063
C: -2.10 2.58 1.52  1.269
H: 0.82 2.95 -3.43  0.517
H: 1.99 0.05 -0.49  -0.451
C: 2.94 1.20 2.83  0.247
H: -1.53 -0.08 -3.19  0.327
H: -0.96 -0.52 -0.76  -0.364
H: -0.66 -3.84 -2.51  0.149
C: -1.52 2.14 2.90  -1.114
H: -0.87 -3.27 -0.82  0.144
H: 2.48 -2.18 -0.18  0.322
H: 0.25 -1.48 2.78  0.309
H: 2.38 3.11 -2.53  0.348
O: 1.85 1.48 2.32  -0.595
C: 2.27 0.67 -1.32  -0.785
C: -3.75 -0.87 -1.33  -1.186
N: 0.35 -0.88 1.97  0.380
O: 0.90 -1.88 -2.04  -0.392
H: 1.60 2.40 2.33  0.323
O: 0.88 2.27 -0.75  -0.467
H: -2.82 -3.13 -2.47  0.354
H: -4.18 2.63 2.24  0.287
C: 2.91 0.35 4.11  -1.519
O: -1.55 -1.93 1.10  -0.804
C: 3.69 0.54 1.73  -0.938
H: -2.04 2.64 3.75  0.439
H: 2.52 -0.05 -2.07  0.455
H: -1.54 2.13 0.73  -0.284
H: -0.49 2.46 2.97  0.109
C: -2.82 -2.37 -3.18  -1.678
H: 0.32 1.03 -2.10  -0.790
H: 4.66 0.27 2.15  0.551
H: 2.43 -0.59 4.01  0.324
H: -3.46 1.12 1.52  0.296
O: -2.13 3.82 1.28  -0.619
C: -0.21 -3.83 -1.51  -1.120
C: -0.59 -0.97 1.05  -0.642
H: 1.19 -3.07 0.65  0.302
H: 0.18 0.55 0.07  -0.227
H: 3.25 1.12 -1.03  0.617
H: 1.83 -3.48 -2.24  0.613
H: -3.65 -2.56 -3.84  0.431
H: -3.59 0.00 -0.69  0.005
H: -1.86 -2.44 -3.68  0.389
H: 0.07 -4.87 -1.27  0.500
O: -1.80 -0.41 -2.33  -0.470
H: -2.46 3.95 0.38  0.412
C: 1.82 -3.02 -0.19  -1.477

Output
F_max   10.8 eV/Å
ΔE to the lowest compared entry with this formula, charge and spin   146.4 kcal/mol
Spin multiplicity   1
SMILES   NC(N)=O.CC(C)O.CC(C)O.CC(C)O.CC(C)O.CC(C)O
LUMO   0.12 eV
E   -1196.74261 Ha
HOMO   -0.32848 Eh